#a
Entry from the OMol25 dataset: a 3-piece molecular cluster, C2H9NO4 overall (the ωB97M-V functional and the def2-TZVPD basis).

```
16
Properties=species:S:1:pos:R:3:nbo_charge:R:1
O 1.128 -1.211 1.221 -0.654
C 1.185 -0.109 0.701 0.530
N 0.031 0.660 0.592 -0.646
C -1.262 0.139 0.972 0.081
O -2.124 -0.053 -0.127 -0.751
H 2.141 0.251 0.307 0.137
H 0.067 1.450 -0.042 0.426
H -1.082 -0.809 1.469 0.187
H -1.866 0.846 1.543 0.183
H -1.810 -0.627 -0.833 0.495
H 1.233 2.065 -2.230 0.478
H 2.282 2.426 -1.268 0.472
O 1.331 2.455 -1.339 -0.939
H -0.888 -2.791 -1.276 0.474
H 0.013 -1.982 -0.343 0.491
O -0.325 -2.013 -1.244 -0.964
```

HOMO-LUMO gap ... 10.24 eV
LUMO ... 0.428 eV
SMILES string ... O=CNCO.O.O

=====

#b
Entry from the OMol25 dataset: a 3-piece molecular cluster, C2H9NO4 overall (the ωB97M-V functional and the def2-TZVPD basis).

```
16
Properties=species:S:1:pos:R:3:nbo_charge:R:1
O 2.870 0.981 3.021 -0.598
C 1.818 0.410 3.189 0.536
N 0.862 0.278 2.234 -0.634
C 1.070 0.644 0.871 0.077
O 0.631 1.998 0.677 -0.742
H 1.567 -0.082 4.141 0.116
H -0.073 -0.010 2.452 0.402
H 2.089 0.599 0.505 0.193
H 0.413 0.032 0.255 0.169
H 1.355 2.593 0.479 0.480
H 0.136 0.257 -1.975 0.468
H 1.246 -0.537 -2.641 0.469
O 0.283 -0.443 -2.618 -0.935
H -5.025 -2.921 -3.799 0.466
H -4.185 -1.714 -3.477 0.468
O -5.057 -2.086 -3.315 -0.934
```

HOMO-LUMO gap ... 10.82 eV
LUMO ... 0.480 eV
SMILES string ... O=CNCO.O.O

=====

Winner for stability: #a

=====

#a
Entry from the OMol25 dataset: a 3-piece molecular cluster, C2H9NO4 overall (the ωB97M-V functional and the def2-TZVPD basis).

```
16
Properties=species:S:1:pos:R:3:nbo_charge:R:1
O -0.206 -0.068 -0.654 -0.596
C 0.076 -0.475 0.438 0.804
O 0.273 -1.742 0.844 -0.710
C -0.134 0.408 1.681 -0.314
N 0.695 1.583 1.550 -0.871
H 0.835 -2.338 0.326 0.527
H -1.152 0.788 1.570 0.212
H 0.007 -0.171 2.570 0.192
H 0.540 2.348 2.169 0.383
H 1.582 1.518 1.098 0.381
H -0.610 2.518 -0.691 0.475
H -0.159 2.008 -2.044 0.472
O -0.356 2.820 -1.569 -0.948
H -0.608 -1.953 -1.221 0.478
H -0.037 -2.281 -2.594 0.473
O -0.293 -2.689 -1.758 -0.961
```

HOMO-LUMO gap ... 9.96 eV
LUMO ... 0.414 eV
SMILES string ... NCC(=O)O.O.O

=====

#b
Entry from the OMol25 dataset: a 3-piece molecular cluster, C2H9NO4 overall (the ωB97M-V functional and the def2-TZVPD basis).

```
16
Properties=species:S:1:pos:R:3:nbo_charge:R:1
H -0.780 -0.547 0.385 0.501
O -0.544 -1.912 0.847 -0.939
O -1.204 0.311 -0.046 -0.737
H -1.433 -2.309 0.895 0.491
H -0.120 -2.357 0.083 0.511
C -0.578 1.488 0.013 0.762
O -1.182 2.501 -0.249 -0.603
C 0.902 1.582 0.386 -0.343
H 1.365 2.161 -0.417 0.218
H 0.989 2.175 1.295 0.222
N 1.681 0.373 0.602 -0.830
H 1.431 -0.081 1.470 0.362
H 1.574 -0.289 -0.155 0.347
O 0.635 -2.765 -1.367 -0.962
H 0.507 -2.226 -2.174 0.504
H 1.528 -3.091 -1.323 0.495
```

HOMO-LUMO gap ... 9.00 eV
LUMO ... -0.028 eV
SMILES string ... NCC(=O)O.O.O

=====

Winner for stability: #b

=====

#a
Entry from the OMol25 dataset: a 3-piece molecular cluster, C2H9NO4 overall (the ωB97M-V functional and the def2-TZVPD basis).

```
16
Properties=species:S:1:pos:R:3:nbo_charge:R:1
O -0.279 -0.472 -0.321 -0.652
C -0.036 -0.333 0.893 0.810
O -0.564 -1.048 1.927 -0.680
C 0.805 0.853 1.467 -0.329
N 1.226 1.865 0.479 -0.866
H -1.121 -1.838 1.644 0.521
H 0.232 1.450 2.301 0.246
H 1.792 0.330 1.915 0.227
H 1.353 1.402 -0.508 0.351
H 0.793 2.760 0.224 0.393
H 0.789 1.365 -2.503 0.442
H 0.144 0.369 -1.801 0.475
O 0.200 0.662 -2.693 -0.931
H -1.676 -1.778 -0.637 0.479
H -1.762 -2.948 -1.617 0.476
O -1.896 -2.640 -0.769 -0.963
```

HOMO-LUMO gap ... 10.41 eV
LUMO ... 0.499 eV
SMILES string ... NCC(=O)O.O.O

=====

#b
Entry from the OMol25 dataset: a 3-piece molecular cluster, C2H9NO4 overall (the ωB97M-V functional and the def2-TZVPD basis).

```
16
Properties=species:S:1:pos:R:3:nbo_charge:R:1
C 1.226 -0.298 -1.616 -0.437
N 0.375 0.508 -0.764 -0.660
C 0.458 0.507 0.607 0.880
O 1.581 0.005 1.148 -0.673
O -0.439 0.870 1.331 -0.651
H 2.188 0.199 -1.788 0.190
H 0.734 -0.358 -2.594 0.233
H 1.343 -1.316 -1.244 0.210
H -0.419 1.047 -1.074 0.443
H 2.275 -0.054 0.478 0.486
H -3.009 2.343 -0.153 0.477
H -1.867 1.402 0.341 0.498
O -2.335 1.723 -0.454 -0.995
H -0.399 -2.444 2.607 0.469
H -0.692 -1.712 1.307 0.466
O -1.021 -2.421 1.869 -0.934
```

HOMO-LUMO gap ... 10.73 eV
LUMO ... 0.370 eV
SMILES string ... CNC(=O)O.O.O

=====

Winner for stability: #b

=====

#a
Entry from the OMol25 dataset: one molecule with the formula C3H4N2OS (the ωB97M-V functional and the def2-TZVPD basis).

```
11
Properties=species:S:1:pos:R:3:nbo_charge:R:1
C -0.112 1.274 -0.123 0.238
C 1.465 -0.535 0.062 -0.078
C -0.875 -1.112 0.009 0.550
H -2.082 1.100 -0.112 0.382
H 0.774 1.877 -0.151 0.202
H 1.396 -1.607 0.614 0.185
H -0.354 -2.140 0.319 0.165
N -1.282 1.841 0.074 -0.588
N 0.190 -0.136 -0.138 -0.517
O -2.039 -0.754 -0.361 -0.540
S 2.919 0.192 -0.194 0.000
```

HOMO-LUMO gap ... 8.70 eV
LUMO ... -0.764 eV
SMILES string ... [H]/N=C\N(C=O)C=S

=====

#b
Entry from the OMol25 dataset: one molecule with the formula C3H4N2OS (the ωB97M-V functional and the def2-TZVPD basis).

```
11
Properties=species:S:1:pos:R:3:nbo_charge:R:1
C -0.908 0.595 1.156 -0.145
C -1.376 -0.691 1.354 0.072
C 0.253 -0.925 -0.130 0.662
H 1.628 0.705 -1.385 0.195
H -1.353 1.557 1.482 0.247
H -2.346 -1.069 1.862 0.214
H 1.027 -2.376 -1.291 0.392
N 0.134 0.414 0.260 -0.538
N 1.089 -1.328 -0.982 -0.783
O -0.846 -1.603 0.579 -0.457
S 0.715 1.658 -0.908 0.140
```

HOMO-LUMO gap ... 8.31 eV
LUMO ... 0.500 eV
SMILES string ... [H]/N=c1\occn1S

=====

#c
Entry from the OMol25 dataset: one molecule with the formula C3H4N2OS (the ωB97M-V functional and the def2-TZVPD basis).

```
11
Properties=species:S:1:pos:R:3:nbo_charge:R:1
C -0.240 -0.372 -1.860 -0.675
C -0.071 -0.537 -0.405 0.468
C 0.137 0.209 1.651 0.272
H 0.133 -1.287 -2.378 0.251
H -1.245 -0.256 -2.181 0.240
H 0.321 0.471 -2.262 0.240
H 0.321 2.399 2.159 0.141
N 0.336 -1.503 0.332 -0.285
N 0.361 -1.058 1.655 -0.309
O -0.186 0.586 0.384 -0.448
S 0.134 1.349 2.906 0.107
```

HOMO-LUMO gap ... 9.92 eV
LUMO ... 0.577 eV
SMILES string ... Cc1nnc(S)o1

=====

Winner for stability: #c